(1)
# C4H4Br2S

A structure of composition C4H4Br2S (ωB97M-V/def2-TZVPD, OMol25).

Each line ends with the natural charge from an NBO analysis.
Geometry (Å):
H 1.399 0.262 0.853  0.230
H -1.960 2.419 -0.822  0.185
H 0.818 -0.399 -0.345  0.245
S -0.622 -0.952 1.580  0.584
C -2.015 -0.125 1.585  -0.476
C -0.037 1.513 -0.043  -0.336
Br -1.487 -3.834 0.879  -0.416
H 0.887 1.964 -0.398  0.234
C -1.293 1.723 -0.467  -0.007
Br -3.499 -0.636 2.376  0.283
C 0.442 0.174 0.465  -0.525

Its lowest unoccupied orbital energy (spin up / spin down) is -0.1105 / -0.0278 Eh. As for the energy relative to the best compared isomer or geometry (same formula, charge and spin): 146.0 kcal/mol. Its HOMO energy (spin up / spin down) is -7.675 / -9.159 eV.


(2)
# C4H4Br3NO

A structure of composition C4H4Br3NO (ωB97M-V/def2-TZVPD, OMol25).

Each line ends with the natural charge from an NBO analysis.
Geometry (Å):
O 0.115 -0.925 -0.501  -0.481
Br -2.777 0.782 1.595  0.147
C -2.123 0.142 -0.080  -0.380
N 0.206 1.042 0.440  -0.483
Br -2.882 1.146 -1.466  0.154
H 2.047 1.227 -0.626  0.197
C 1.575 0.691 0.275  -0.279
H 1.481 -1.529 0.734  0.187
H 1.991 -1.215 -1.035  0.214
Br -2.720 -1.750 -0.316  0.077
H 2.085 1.012 1.232  0.230
C -0.473 0.155 -0.100  0.519
C 1.476 -0.778 -0.152  -0.103

Its lowest unoccupied orbital energy is 0.0049 Eh. As for the energy relative to the best compared isomer or geometry (same formula, charge and spin): 4.3 kcal/mol. Its HOMO energy is -9.723 eV.


(3)
# C4H4BrCl2NO2S

A cluster of 2 separate species, C4H4BrCl2NO2S in total (ωB97M-V/def2-TZVPD, OMol25).

Each line ends with the natural charge from an NBO analysis.
Geometry (Å):
H 2.371 -0.458 1.006  0.243
O -1.791 1.291 0.797  -0.944
Cl 1.572 1.484 2.720  0.002
Br -2.899 -2.255 0.025  0.223
C 1.857 0.303 0.244  -0.349
H 0.387 1.997 0.444  0.271
S -0.826 0.259 1.202  1.426
N -0.248 -0.587 -0.168  -0.753
O 1.355 -1.085 -1.743  -0.607
C 0.900 -0.605 -0.706  0.627
Cl 3.004 1.266 -0.643  0.032
C 0.853 1.154 1.122  -0.435
H -2.711 -0.157 -1.157  0.247
H -1.621 -1.492 -1.961  0.233
C -2.203 -1.114 -1.182  -0.216

Its lowest unoccupied orbital energy (spin up / spin down) is -0.0700 / -0.0699 Eh. As for the energy relative to the best compared isomer or geometry (same formula, charge and spin): 4.6 kcal/mol. Its HOMO energy (spin up / spin down) is -9.523 / -9.523 eV.


(4)
# C4H4BrF2N2

A cluster of 2 separate species, C4H4BrF2N2 in total (ωB97M-V/def2-TZVPD, OMol25).

Each line ends with the natural charge from an NBO analysis.
Geometry (Å):
H -0.060 0.552 1.870  0.462
F -2.395 -1.947 0.267  -0.286
Br 3.186 0.658 -1.886  0.237
N 0.513 0.299 1.112  -0.546
H 0.230 -0.484 -1.839  0.460
C 1.807 0.647 0.688  -0.076
H -2.766 -0.243 -1.056  0.159
C -0.197 -0.127 0.058  0.653
N 0.621 -0.148 -1.003  -0.566
F -2.990 -0.011 1.061  -0.304
C -2.507 -0.679 0.048  0.487
H 2.686 1.138 1.293  0.305
C 1.871 0.346 -0.612  0.015

Its lowest unoccupied orbital energy (spin up / spin down) is -0.1437 / -0.2972 Eh. Its expectation value of S² is 2.01. Its multiplicity is 3. The charge is +1. Its HOMO energy (spin up / spin down) is -11.546 / -14.220 eV.


(5)
# C4H4BrN

A cluster of 2 separate species, C4H4BrN in total (ωB97M-V/def2-TZVPD, OMol25).

Each line ends with the natural charge from an NBO analysis.
Geometry (Å):
C -1.612 1.354 -0.088  -0.303
C 0.612 -0.937 -0.189  -0.436
N 1.675 2.782 -0.520  -0.283
H 0.223 -1.173 0.739  0.195
C 0.735 2.111 -0.446  0.195
H 0.148 -1.470 -1.020  0.201
H -2.063 2.448 0.074  0.244
Br -2.864 -0.005 0.243  0.100
H 1.681 -0.587 -0.394  0.223
C -0.308 1.241 -0.209  -0.135

Its lowest unoccupied orbital energy is -0.0278 Eh. As for the energy relative to the best compared isomer or geometry (same formula, charge and spin): 77.3 kcal/mol. Its HOMO energy is -9.747 eV.


(6)
# C4H4BrN

A structure of composition C4H4BrN (ωB97M-V/def2-TZVPD, OMol25).

Each line ends with the natural charge from an NBO analysis.
Geometry (Å):
H -0.733 1.231 0.236  0.247
N 0.669 -3.494 -0.603  -0.411
Br -0.499 -2.222 -1.328  0.628
H 2.025 -1.937 2.295  0.232
C -0.834 0.503 -0.630  -0.748
H 0.184 0.630 -1.191  0.217
C 1.746 -2.324 1.369  -0.082
C 1.204 -2.918 0.454  0.100
C -0.390 -0.796 -0.075  -0.398
H -1.597 0.528 -1.333  0.214

Its lowest unoccupied orbital energy (spin up / spin down) is -0.0048 / -0.0749 Eh. Its expectation value of S² is 2.04. Its multiplicity is 3. As for the energy relative to the best compared isomer or geometry (same formula, charge and spin): 116.7 kcal/mol. Its HOMO energy (spin up / spin down) is -6.707 / -8.088 eV.


(7)
# C4H4BrN3

An isolated molecule of C4H4BrN3 (ωB97M-V/def2-TZVPD, OMol25).

Each line ends with the natural charge from an NBO analysis.
Geometry (Å):
C 1.475 -1.306 -0.439  0.195
H -1.809 1.387 0.556  0.238
H -2.208 -0.461 0.716  0.246
N -0.507 0.206 1.638  -0.073
C -1.377 0.374 0.610  -0.292
H -0.560 1.251 -1.211  0.244
N 1.992 -2.252 -0.753  -0.229
N 0.642 -0.053 1.374  -0.132
C 0.913 -0.132 -0.008  0.028
H -0.749 -0.437 -1.365  0.231
C -0.426 0.309 -0.727  -0.448
Br 2.614 1.114 -0.390  -0.007

Its lowest unoccupied orbital energy is -0.0425 Eh. As for the energy relative to the best compared isomer or geometry (same formula, charge and spin): 19.8 kcal/mol. Its HOMO energy is -10.194 eV. As for the SMILES: N#C[C@@]1(Br)CCN=N1.


(8)
# C4H4BrNO

A cluster of 2 separate species, C4H4BrNO in total (ωB97M-V/def2-TZVPD, OMol25).

Each line ends with the natural charge from an NBO analysis.
Geometry (Å):
H 1.191 1.850 -0.137  0.212
C 0.111 0.083 0.067  0.144
C -0.277 -1.144 0.446  -0.087
O -0.816 0.591 -0.752  -0.396
Br 2.838 0.120 -0.263  0.027
H 1.486 1.453 1.708  0.206
N -1.527 -1.396 -0.168  -0.450
H -2.666 -0.299 -1.515  0.211
C -1.781 -0.324 -0.835  0.305
C 1.217 0.969 0.313  -0.407
H 0.225 -1.903 1.136  0.235

Its lowest unoccupied orbital energy is 0.0174 Eh. As for the energy relative to the best compared isomer or geometry (same formula, charge and spin): 46.6 kcal/mol. Its HOMO energy is -9.407 eV.